ORCA calculation (wB97M-V/def2-TZVPD) on a single C18H30Cl2NO7PS molecule.

ORCA input file:
```
! wB97M-V def2-TZVPD RIJCOSX def2/J DEFGRID3
* xyz 0 1
C 7.3348 1.3229 -0.6747
C 6.6781 0.0534 -0.0181
O 6.1797 -0.9146 -0.9630
C 4.9132 -0.5342 -1.4945
C 3.6790 -1.0697 -0.6899
O 3.5299 -0.4485 0.6254
N 2.2519 0.0195 0.7518
C 2.1130 1.2513 0.3132
C 3.1689 2.2454 -0.2745
O 3.0141 2.6849 -1.4237
O 4.1630 2.6266 0.4396
S 0.3721 1.6386 0.5107
C -0.2295 0.1736 1.5662
C -1.5723 -0.1948 0.8045
C -1.8766 -1.7373 0.6744
C -2.6685 -2.0804 -0.6770
P -4.1874 -0.9949 -0.8187
O -4.7825 -0.9383 0.5619
O -3.6996 0.5074 -1.3560
C -4.3689 1.5609 -0.6082
C -3.8771 2.9704 -1.1537
O -5.3424 -1.7021 -1.7920
C -4.7886 -2.5255 -2.8453
C -3.8643 -1.7387 -3.8615
C -0.3004 0.8431 3.0099
Cl 0.7489 2.2997 3.2946
C -1.0715 0.4143 4.0417
C -1.1192 1.1163 5.4503
Cl -2.0937 -1.0447 3.8764
C 1.0680 -0.7183 1.2871
H 7.7896 1.9251 0.1698
H 8.1955 1.0805 -1.3614
H 6.5913 2.0077 -1.1705
H 5.8825 0.3965 0.7082
H 7.4969 -0.4718 0.5569
H 4.8473 -1.0019 -2.5245
H 4.8970 0.5796 -1.6731
H 2.7679 -0.9054 -1.3417
H 3.7871 -2.1926 -0.6112
H -2.4747 0.3355 1.2099
H -1.4456 0.1897 -0.2508
H -0.9743 -2.4016 0.6791
H -2.5482 -2.1206 1.4948
H -3.0652 -3.1305 -0.5342
H -2.0091 -2.0772 -1.5822
H -4.1762 1.5390 0.4959
H -5.4767 1.4154 -0.7507
H -2.7751 3.1113 -0.9667
H -4.1477 3.0039 -2.2391
H -4.4652 3.7328 -0.5705
H -4.3062 -3.4697 -2.4541
H -5.6725 -2.8840 -3.4527
H -3.6021 -2.4655 -4.6792
H -4.4056 -0.8294 -4.2416
H -2.9016 -1.3780 -3.4150
H -2.1646 1.0879 5.8780
H -0.4685 0.5021 6.1376
H -0.8142 2.1883 5.4059
H 0.8737 -1.4349 0.4273
H 1.3928 -1.4184 2.0987
*
```

Output
- Orbital gap: 8.30 eV
- Highest occupied orbital energy: -8.67 eV

Here are the Mulliken charges for atoms 1 to 5, given in e: number 1, C, carries -1.06; number 2, C, carries -0.03; number 3, O, carries -0.40; number 4, C, carries -0.45; number 5, C, carries -0.38



ORCA calculation (wB97M-V/def2-TZVPD) on a molecular structure, C18H30CoN6O2SSi.

ORCA input file:
```
! wB97M-V def2-TZVPD RIJCOSX def2/J DEFGRID3
* xyz 1 1
Co 0.2004 0.4237 0.4925
N 5.1098 0.6237 -6.2300
C 4.6506 0.7932 -4.9613
C 3.5062 1.5732 -4.7162
C 3.0507 1.7534 -3.4301
C 3.7135 1.1555 -2.3651
C 4.8449 0.3809 -2.5897
C 5.3123 0.2019 -3.8727
S 3.1366 1.3950 -0.7333
O 2.6490 2.7450 -0.5930
O 4.1244 0.9160 0.1889
N 1.7785 0.4692 -0.5902
C 1.7524 -0.8834 -0.7660
N 0.5486 -1.3095 -0.2802
C 0.2208 -2.5878 -0.4191
C 1.1010 -3.4650 -1.0219
C 2.3246 -2.9436 -1.4378
N 2.6679 -1.6663 -1.3178
H 4.6494 1.0552 -7.0085
H 5.9347 0.0842 -6.4114
H 2.9962 2.0478 -5.5451
H 2.1878 2.3796 -3.2445
H 5.3490 -0.0769 -1.7501
H 6.1996 -0.3938 -4.0460
H -0.7445 -2.9034 -0.0414
H 0.8573 -4.5076 -1.1514
H 3.0645 -3.5904 -1.8959
C -2.1773 -0.3049 -1.8092
Si -1.3857 1.1597 -0.9423
C -2.7166 2.0873 0.0170
C -0.4682 2.2773 -2.1326
H -2.9669 0.0719 -2.4658
H -2.6448 -1.0109 -1.1199
H -1.4642 -0.8546 -2.4244
H -3.4234 2.5061 -0.7051
H -2.3254 2.9139 0.6100
H -3.3026 1.4366 0.6702
H -1.1617 2.9390 -2.6587
H 0.0573 1.6729 -2.8738
H 0.2757 2.8899 -1.6198
N -1.1279 -0.0909 1.8641
H -0.5870 -0.3749 2.6802
H -1.7244 -0.8768 1.6233
H -1.7364 0.6653 2.1642
C 2.4525 4.6218 2.2648
C 1.0336 4.6424 1.6781
C 1.0132 5.3808 0.3291
C 0.0227 5.2623 2.6509
C 0.6507 3.2517 1.4330
N 0.3675 2.1614 1.2274
H 2.7732 5.6516 2.4246
H 3.1437 4.1405 1.5744
H 2.4787 4.1009 3.2216
H 1.3058 6.4155 0.5077
H 0.0125 5.3792 -0.1055
H 1.7086 4.9268 -0.3735
H 0.3127 6.2960 2.8372
H 0.0118 4.7341 3.6043
H -0.9843 5.2623 2.2335
*
```

Output
- Orbital gap (spin up / spin down): 7.18 / 7.18 eV
- Highest occupied orbital energy (spin up / spin down): -10.23 / -10.23 eV

Here are the Mulliken charges for atoms 1 to 5, given in e: number 1, Co, carries -0.80; number 2, N, carries -0.47; number 3, C, carries 1.17; number 4, C, carries -1.01; number 5, C, carries -0.40



ORCA calculation (wB97M-V/def2-TZVPD) on a molecular structure, C18H30CoN6PSb.

ORCA input file:
```
! wB97M-V def2-TZVPD RIJCOSX def2/J DEFGRID3
* xyz 2 2
Co -0.4791 0.5384 0.4557
C 2.1347 5.1531 1.3143
N 1.1622 4.2774 0.7189
C 0.2165 4.6487 -0.1790
C -0.4999 3.5256 -0.4897
N 0.0014 2.4812 0.2106
C 1.0152 2.9538 0.9399
P 2.1190 1.9535 2.0208
C 2.3731 0.5988 0.8025
N 1.4165 -0.0865 0.1639
C 2.0474 -0.9913 -0.6224
C 3.3986 -0.8562 -0.4552
N 3.5908 0.1462 0.4347
C 4.8783 0.6270 0.8670
C 0.7847 1.1138 2.9705
N -0.3525 0.6198 2.4710
C -1.0680 0.1472 3.5198
C -0.3579 0.3587 4.6693
N 0.8041 0.9550 4.3111
C 1.8559 1.3322 5.2179
H 1.8313 6.1832 1.1376
H 3.1218 5.0000 0.8763
H 2.1971 4.9800 2.3878
H 0.1186 5.6558 -0.5289
H -1.3386 3.4146 -1.1487
H 1.5110 -1.6690 -1.2562
H 4.2152 -1.3975 -0.8872
H 5.6519 0.0741 0.3366
H 5.0027 0.4734 1.9396
H 4.9929 1.6884 0.6409
H -2.0321 -0.3046 3.3949
H -0.6000 0.1293 5.6862
H 1.6397 0.9336 6.2082
H 1.9346 2.4184 5.2858
H 2.8134 0.9261 4.8892
C -4.2533 -2.7116 -0.8417
C -4.3004 -1.4344 -0.0316
Sb -2.8119 0.0717 -0.5637
C -3.5854 1.6423 0.7924
C -4.8783 2.3127 0.3865
C -3.3086 0.3799 -2.7035
C -4.4838 1.2880 -2.9893
H -5.0791 -3.3539 -0.5404
H -3.3299 -3.2640 -0.6819
H -4.3657 -2.5223 -1.9066
H -4.1811 -1.6436 1.0307
H -5.2539 -0.9258 -0.1776
H -2.7955 2.3786 0.9498
H -3.7256 1.0863 1.7209
H -4.7758 2.9023 -0.5212
H -5.1729 2.9885 1.1895
H -5.6783 1.5897 0.2450
H -3.5077 -0.6308 -3.0640
H -2.4034 0.7376 -3.1939
H -5.3926 0.9568 -2.4916
H -4.6704 1.2645 -4.0626
H -4.2798 2.3209 -2.7174
*
```

Output
- Orbital gap (spin up / spin down): 6.81 / 7.48 eV
- Highest occupied orbital energy (spin up / spin down): -14.37 / -14.28 eV
- <S²>: 0.76

Here are the Mulliken charges for atoms 1 to 5, given in e: number 1, Co, carries -0.33; number 2, C, carries -0.77; number 3, N, carries 0.20; number 4, C, carries -0.45; number 5, C, carries -0.61



ORCA calculation (wB97M-V/def2-TZVPD) on a single C18H30N2O3S molecule.

ORCA input file:
```
! wB97M-V def2-TZVPD RIJCOSX def2/J DEFGRID3
* xyz 0 1
C -1.7453 3.5705 -3.9757
C -1.2308 4.0337 -2.6203
H -0.2432 4.4941 -2.7276
H -1.9233 4.7389 -2.1557
O -1.1364 2.9459 -1.7004
C -0.0359 2.1868 -1.7676
O 0.8712 2.4080 -2.5277
C -0.0597 1.0806 -0.7187
C 0.9993 0.0188 -1.0287
C 0.6736 -0.7013 -2.3421
N -0.6562 -1.2723 -2.4077
C -1.6804 -0.3203 -2.0415
C -1.4343 0.3988 -0.7073
H -2.2226 1.1340 -0.5420
H -1.4593 -0.3185 0.1146
H -2.6433 -0.8366 -2.0136
H -1.7214 0.4312 -2.8391
C -0.8329 -2.6213 -1.9191
C -0.9315 -2.8044 -0.4369
N 0.0529 -2.8435 0.3830
C -0.3310 -3.0200 1.6763
C -1.6778 -3.1161 1.8464
S -2.4995 -2.9947 0.3384
H -2.2379 -3.2588 2.7472
C 0.7294 -3.0666 2.7355
C 1.1911 -1.6404 3.0485
H 0.3590 -1.0546 3.4374
H 1.9816 -1.6563 3.7951
H 1.5727 -1.1630 2.1495
C 0.2570 -3.7758 4.0008
H 1.0856 -3.8805 4.6973
H -0.1249 -4.7671 3.7677
H -0.5289 -3.2060 4.4917
H 1.5771 -3.6140 2.3097
H -1.7519 -3.0140 -2.3701
H 0.0125 -3.2136 -2.2797
H 1.4005 -1.4963 -2.5137
H 0.7542 0.0158 -3.1658
H 1.9823 0.4804 -1.1083
H 1.0237 -0.7063 -0.2147
C 0.2025 1.7661 0.6389
C 1.5668 2.4731 0.7227
O 2.5983 1.6506 1.2230
C 2.6926 1.6345 2.6239
H 3.4973 0.9451 2.8709
H 2.9365 2.6317 3.0134
H 1.7667 1.2920 3.0991
H 1.8942 2.7816 -0.2732
H 1.4794 3.3727 1.3482
H 0.1507 1.0080 1.4233
H -0.5938 2.4921 0.8158
H -1.8687 4.4273 -4.6318
H -2.7032 3.0677 -3.8631
H -1.0341 2.8824 -4.4262
*
```

Output
- Orbital gap: 8.73 eV
- SMILES string: CCOC(=O)C1(CCOC)CCN(Cc2nc(C(C)C)cs2)CC1
- Highest occupied orbital energy: -8.08 eV

Here are the Mulliken charges for atoms 1 to 5, given in e: number 1, C, carries -1.13; number 2, C, carries -0.27; number 3, H, carries 0.32; number 4, H, carries 0.36; number 5, O, carries -0.26



Total energy
In order: -80139.47281, -88524.78907, -81532.32025, -39111.08164
Unit: eV